w:
# C28H38N6O2

The molecule C28H38N6O2 (the ωB97M-V functional and the def2-TZVPD basis, the Open Molecules 2025 dataset).

The geometry in XYZ format:
```
74
C28H38N6O2, DFT the ωB97M-V functional and the def2-TZVPD basis
C 0.46680 -2.35677 2.09729
C 0.58947 -0.97817 1.54060
C -0.42942 -0.44687 0.57393
C -1.05434 0.79495 1.27363
O -0.64995 1.92259 1.05519
N -2.15051 0.56377 2.03475
C -2.85117 1.72761 2.49160
C -2.62180 -0.73810 2.52016
N 1.46684 -0.06493 1.85646
N 2.30165 -0.31514 2.81402
C 2.88678 0.89072 3.18381
N 3.78449 0.58055 4.15981
O 2.70256 1.99773 2.67928
H -0.55468 -2.60857 2.43237
H 0.77660 -3.10446 1.34143
H 1.15017 -2.36718 2.96319
H -1.31821 -1.10501 0.53170
H -2.13181 2.50009 2.78437
H -3.48602 2.07981 1.66601
H -3.46661 1.40997 3.32492
H -1.82305 -1.39394 2.91081
H -3.29593 -0.51387 3.35686
H -3.21465 -1.26987 1.75082
H 3.69985 -0.31516 4.59971
H 4.10613 1.36652 4.69782
C -5.59261 3.50644 -1.01779
C -4.29096 2.77097 -1.16535
C -3.10593 3.51928 -1.17339
C -1.86322 2.88877 -1.28441
C -0.61293 3.71229 -1.25308
C -1.82119 1.49124 -1.34468
N -0.54037 0.91590 -1.51794
C 0.00964 -0.18719 -0.80209
N 1.32833 -0.26157 -1.34204
C 2.18767 -1.34430 -1.03776
C 1.67510 -2.66941 -0.90222
C 0.30172 -2.97668 -1.05687
C 2.60501 -3.67880 -0.48859
C 3.94092 -3.39544 -0.25797
C 4.86887 -4.44999 0.28375
C 4.41891 -2.10425 -0.54283
C 3.55216 -1.08541 -0.95337
C 4.11348 0.28459 -1.17362
C 1.39383 0.37096 -2.62214
C 0.07196 1.07213 -2.77361
C -2.98327 0.72542 -1.45178
C -2.96785 -0.74294 -1.73532
C -4.22326 1.38714 -1.32817
H -6.43261 2.81096 -1.01090
H -5.60745 4.08486 -0.08583
H -5.73159 4.21909 -1.83923
H -3.14078 4.60711 -1.07412
H 0.17811 3.21858 -0.67910
H -0.23291 3.94388 -2.25617
H -0.81258 4.67119 -0.76053
H -0.08587 -3.89277 -0.59850
H -0.41962 -1.17552 -0.84519
H -0.26041 -2.57564 -1.91058
H 2.25693 -4.70367 -0.32121
H 5.90100 -4.08864 0.29746
H 4.58899 -4.72806 1.30811
H 4.82224 -5.36118 -0.32255
H 5.47879 -1.87547 -0.40398
H 5.10070 0.34974 -0.70188
H 4.25533 0.51123 -2.23905
H 3.48029 1.05943 -0.72640
H 2.21494 1.07910 -2.68960
H 1.55555 -0.31840 -3.43952
H -0.53963 0.64839 -3.56474
H 0.17878 2.12152 -3.02644
H -3.99972 -1.09860 -1.88638
H -2.39720 -0.98545 -2.64722
H -2.55240 -1.33424 -0.90483
H -5.14803 0.80716 -1.37093
```

For the orbital gap, the calculation gives 3.806 eV. Its HOMO energy is -6.3 eV.

=====

x:
# C28H38N6O2

The molecule C28H38N6O2 (the ωB97M-V functional and the def2-TZVPD basis, the Open Molecules 2025 dataset).

The geometry in XYZ format:
```
74
C28H38N6O2, DFT the ωB97M-V functional and the def2-TZVPD basis
C -1.29123 5.87530 -1.55708
H -2.20941 5.53205 -2.04511
O -0.20373 5.03764 -1.85679
C -0.28179 3.73149 -1.48661
C -1.33569 3.15735 -0.82690
C -1.31283 1.79125 -0.47581
N -2.36461 1.27950 0.19046
C -2.29862 0.00453 0.52932
N -1.26645 -0.82637 0.27676
C -0.23561 -0.35262 -0.39358
N 0.77307 -1.20792 -0.69020
H 1.65295 -0.79884 -0.96984
C 0.94151 -2.46243 0.00682
C 1.82698 -3.38926 -0.82531
C 3.21596 -2.76091 -1.04040
N 3.41731 -1.65248 -0.12268
C 3.11262 -2.07004 1.23554
C 1.59416 -2.25314 1.38515
H 1.38350 -3.10982 2.02557
H 1.14185 -1.37405 1.84569
H 3.47381 -1.30651 1.92658
H 3.63747 -3.01168 1.47561
C 4.71608 -1.02909 -0.25801
C 4.74627 0.38604 0.26878
C 5.97025 1.03283 0.39877
C 6.03241 2.34727 0.82336
C 4.86931 3.03692 1.12453
C 3.64744 2.39898 1.00615
C 3.58692 1.08185 0.58279
H 2.62889 0.59556 0.49935
H 2.73256 2.92562 1.23510
H 4.91689 4.06521 1.45017
H 6.99124 2.83582 0.91740
H 6.88046 0.49996 0.16041
H 5.51252 -1.61993 0.23112
H 4.95971 -0.99188 -1.32712
H 3.29994 -2.37059 -2.05915
H 3.99681 -3.53313 -0.91533
H 1.91896 -4.33718 -0.29415
H 1.35544 -3.58728 -1.78741
H -0.05772 -2.88773 0.13359
C -0.18914 1.01051 -0.83013
C 0.87881 1.60787 -1.52540
C 0.85413 2.94095 -1.83903
O 1.85038 3.62010 -2.48411
C 3.02333 2.92148 -2.80834
H 2.82787 2.11032 -3.51929
H 3.51218 2.51322 -1.91605
H 3.68126 3.65320 -3.27483
H 1.72690 1.00785 -1.81466
N -3.32328 -0.51792 1.25021
C -3.37842 -1.93579 1.50148
H -3.88129 -2.10201 2.45869
H -2.35041 -2.29178 1.56901
C -4.11098 -2.68714 0.37114
N -5.55183 -2.80596 0.49935
C -5.96869 -3.98108 1.23063
H -7.05431 -4.06223 1.17487
H -5.68134 -3.96120 2.29480
H -5.53504 -4.86684 0.76919
C -6.25633 -1.63050 0.99387
H -6.29702 -1.62553 2.09903
C -5.69468 -0.28793 0.53000
H -6.50017 0.44745 0.58061
H -5.36914 -0.35432 -0.50720
C -4.54580 0.22730 1.40614
H -4.31364 1.25973 1.14252
H -4.85010 0.18468 2.45980
H -7.28905 -1.72681 0.63729
H -3.70947 -3.69855 0.28582
H -3.88570 -2.16947 -0.56700
H -2.21131 3.71783 -0.54560
H -1.02176 6.85734 -1.94294
H -1.46153 5.94291 -0.47741
```

For the orbital gap, the calculation gives 7.694 eV. Its HOMO energy is -7.0 eV. Its SMILES is COc1cc2nc(N3CCCN(C)CC3)nc(NC3CCN(Cc4ccccc4)CC3)c2cc1OC.

=====

What is the least stable structure shown above? It is w.